ORCA calculation (the ωB97M-V functional and the def2-TZVPD basis) on an isolated ion of composition C8H10N3S and charge +1.

The value obtained for the molar mass is 180.3 g/mol. The value obtained for the total energy is -872.8963 a.u. The value obtained for the maximum force is 0.1105 hartree/bohr. The calculation puts the energy above the lowest of the compared OMol25 structures with the same formula, charge and spin at 3.8302 eV. As for the LUMO energy (alpha / beta): -5.25 / -5.26 eV. As for the total charge: +1. As for the HOMO energy (alpha / beta): -11.1 / -11.1 eV. The gap between HOMO and LUMO (alpha / beta) is 5.89 / 5.89 eV. As for the structure (SMILES): C[N+](C)=C=Nc1cccc[n+]1[S-].

Geometry as XYZ:
```
22
Properties=species:S:1:pos:R:3:mulliken_charge:R:1
C 0.2865 1.2044 2.8614 -0.38
C 1.5291 1.7978 2.9652 -0.58
C 0.0160 0.4171 1.8190 -0.32
C 2.4954 1.6305 1.9171 -0.10
C 0.9917 0.3000 0.7352 0.47
C -0.2213 -0.9465 -0.9358 0.47
C -1.6737 -2.5196 -1.7965 -0.93
C -1.7150 -0.0742 -2.5415 -0.93
N 0.7157 -0.3772 -0.3701 -0.19
N 2.2581 0.8404 0.8984 -0.03
N -1.1040 -1.2640 -1.7815 0.00
S 3.6019 0.6848 -0.1070 -0.23
H -0.5753 1.4987 3.3353 0.39
H 1.8111 2.6499 3.4793 0.39
H -0.9792 0.0605 1.6369 0.35
H 3.3750 2.2287 1.9396 0.41
H -1.7096 -2.7323 -2.9249 0.36
H -0.9590 -3.3031 -1.4370 0.37
H -2.7103 -2.6204 -1.4973 0.35
H -1.0378 0.3236 -3.2639 0.36
H -2.4731 -0.4760 -3.0857 0.42
H -1.9223 0.6770 -1.8464 0.36
```

***

ORCA calculation (the ωB97M-V functional and the def2-TZVPD basis) on an isolated ion of composition C8H10N3S and charge +1.

The value obtained for the molar mass is 180.3 g/mol. The value obtained for the total energy is -872.9630 a.u. The value obtained for the maximum force is 0.0228 hartree/bohr. The calculation puts the energy above the lowest of the compared OMol25 structures with the same formula, charge and spin at 2.0161 eV. As for the LUMO energy: -4.16 eV. As for the total charge: +1. As for the HOMO energy: -11.7 eV. The gap between HOMO and LUMO is 7.54 eV.

Geometry as XYZ:
```
22
Properties=species:S:1:pos:R:3:mulliken_charge:R:1
C -0.9919 2.1061 -1.3162 -0.68
C -1.4293 1.2458 -2.2606 -0.59
C -0.5936 1.6311 -0.0303 -0.05
C -0.6174 0.3088 0.2321 -0.17
C -1.5362 -0.1749 -2.0246 1.13
C -1.1006 -0.6909 -0.7025 0.65
C -2.0305 -0.9909 -2.9751 -1.24
C 1.4543 -0.2087 1.9246 0.08
N -1.0981 -1.8916 -0.2808 -0.66
N 2.1287 -0.5614 2.9863 0.13
N 3.4664 -0.3474 3.2029 -0.61
S -0.2385 -0.3347 1.8644 -0.11
H -0.9587 3.1670 -1.5052 0.40
H -1.7381 1.6083 -3.2295 0.38
H -0.2770 2.3405 0.7206 0.45
H -2.1533 -2.0514 -2.8253 0.20
H -2.3315 -0.6108 -3.9377 0.31
H 2.0059 0.1497 1.0649 0.35
H 1.6152 -0.8619 3.8133 0.28
H 3.8781 -1.0286 3.8283 0.27
H -1.4616 -2.5997 -0.9078 0.20
H 4.0076 -0.2043 2.3582 0.28
```

***

ORCA calculation (the ωB97M-V functional and the def2-TZVPD basis) on an isolated ion of composition C8H10N3S3 and charge +1.

The value obtained for the molar mass is 244.4 g/mol. The value obtained for the total energy is -1669.2390 a.u. The value obtained for the maximum force is 0.1165 hartree/bohr. The calculation puts the energy above the lowest of the compared OMol25 structures with the same formula, charge and spin at 3.4876 eV. As for the LUMO energy (alpha / beta): -5.33 / -5.34 eV. As for the total charge: +1. As for the HOMO energy (alpha / beta): -11.2 / -11.2 eV. The gap between HOMO and LUMO (alpha / beta) is 5.91 / 5.91 eV.

Geometry as XYZ:
```
24
Properties=species:S:1:pos:R:3:mulliken_charge:R:1
C 0.0269 -2.0632 1.6866 0.03
C 0.1347 1.0869 1.7193 0.10
C 0.0327 0.2940 0.6810 -0.44
C -0.1921 2.2946 -0.4659 0.37
C 1.5412 -0.0584 -3.7541 -0.86
C 1.2918 0.2398 -2.5156 0.29
C -1.3717 -0.7600 2.9531 -0.30
C -0.0637 0.2983 -1.9006 -1.18
N 0.3231 -1.1311 0.7096 -0.07
N -0.0159 0.9797 -0.5969 0.15
N -0.9877 -1.9123 2.5041 0.04
S -0.2557 3.2634 -1.7401 -0.30
S 0.0877 2.7933 1.2692 -0.07
S -2.9255 -0.3492 3.5817 -0.13
H 0.4657 -3.0030 1.3563 0.36
H 2.5669 -0.0159 -4.1901 0.25
H 0.7121 -0.1498 -4.3867 0.29
H 2.1316 0.5131 -1.8649 0.29
H 0.3384 0.8725 2.8146 0.51
H -0.4432 -0.6930 -1.5940 0.37
H -0.7283 0.6632 -2.7015 0.49
H 1.1094 -1.3747 0.0791 0.29
H -1.2948 -2.8309 2.8583 0.32
H -2.4835 1.0426 3.4976 0.21
```

***

ORCA calculation (the ωB97M-V functional and the def2-TZVPD basis) on one molecule with the formula C8H10N4.

The value obtained for the molar mass is 162.2 g/mol. The value obtained for the total energy is -529.8530 a.u. The value obtained for the maximum force is 0.0420 hartree/bohr. The calculation puts the energy above the lowest of the compared OMol25 structures with the same formula, charge and spin at 0.5143 eV. As for the LUMO energy: 0.76 eV. As for the HOMO energy: -8.2 eV. The gap between HOMO and LUMO is 8.95 eV. As for the structure (SMILES): CNc1nc2ccccc2n1N.

Geometry as XYZ:
```
22
Properties=species:S:1:pos:R:3:mulliken_charge:R:1
C -0.3539 2.0859 2.6559 -0.79
C 0.4088 1.0864 0.5792 0.28
C 0.1248 0.2959 -1.3602 0.47
C -0.0515 0.1227 -2.7673 -0.46
C -0.2747 -1.1734 -3.2411 -0.51
C -0.3524 -2.2458 -2.3636 -0.30
C -0.2085 -2.0989 -0.9665 -0.87
C 0.0028 -0.8079 -0.5303 0.60
H -0.5006 1.0847 3.0975 0.20
H 0.0038 2.6902 3.5117 0.34
H -1.2753 2.4568 2.1828 0.28
H 1.1835 2.7347 1.3543 0.34
H -0.0823 1.0149 -3.3962 0.38
H -0.4663 -1.3371 -4.3070 0.35
H -0.5955 -3.2338 -2.7748 0.33
H -0.2399 -2.9694 -0.3180 0.43
H -0.3375 -0.9472 2.5969 0.25
H 1.3067 -0.7923 2.3286 0.26
N 0.7446 1.8648 1.6858 -0.30
N 0.3735 1.4730 -0.6364 -0.81
N 0.1863 -0.2876 0.7687 0.47
N 0.4036 -1.0169 1.9000 -0.91
```

***

ORCA calculation (the ωB97M-V functional and the def2-TZVPD basis) on one molecule with the formula C8H10N4S2.

The value obtained for the molar mass is 226.3 g/mol. The value obtained for the total energy is -1326.2191 a.u. The value obtained for the maximum force is 0.0189 hartree/bohr. The calculation puts the energy above the lowest of the compared OMol25 structures with the same formula, charge and spin at 0.9716 eV. As for the LUMO energy: 0.35 eV. As for the HOMO energy: -8.1 eV. The gap between HOMO and LUMO is 8.42 eV. As for the structure (SMILES): CS/C(N)=C(C#N)/C(C#N)=C(\N)SC.

Geometry as XYZ:
```
24
Properties=species:S:1:pos:R:3:mulliken_charge:R:1
C 3.5748 1.0323 -0.6409 -0.85
H 2.7918 1.1744 -1.3783 0.30
H 4.5471 1.0125 -1.1240 0.36
H 3.5449 1.8132 0.1120 0.30
S 3.3800 -0.6053 0.1230 -0.10
C 1.6241 -0.8659 0.1926 0.60
C 0.7359 0.1016 0.5677 -0.04
C 1.1744 1.3345 1.0548 0.04
N 1.4758 2.3646 1.4762 -0.62
C -0.7358 -0.1014 0.5678 -0.05
C -1.6242 0.8660 0.1928 0.60
N -1.2822 2.1214 -0.2016 -0.41
H -2.0463 2.7647 -0.3329 0.23
H -0.4247 2.5224 0.1515 0.20
S -3.3801 0.6050 0.1229 -0.10
C -3.5748 -1.0325 -0.6410 -0.85
H -3.5443 -1.8135 0.1119 0.30
H -2.7919 -1.1743 -1.3787 0.30
H -4.5472 -1.0131 -1.1238 0.36
C -1.1742 -1.3343 1.0551 0.04
N -1.4754 -2.3644 1.4765 -0.62
N 1.2820 -2.1213 -0.2018 -0.41
H 2.0460 -2.7647 -0.3330 0.23
H 0.4244 -2.5221 0.1513 0.20
```

***

ORCA calculation (the ωB97M-V functional and the def2-TZVPD basis) on one molecule with the formula C8H10N5OP.

The value obtained for the molar mass is 223.2 g/mol. The value obtained for the total energy is -1001.0107 a.u. The value obtained for the maximum force is 0.0928 hartree/bohr. As for the LUMO energy: 0.09 eV. As for the HOMO energy: -8.6 eV. The gap between HOMO and LUMO is 8.71 eV.

Geometry as XYZ:
```
25
Properties=species:S:1:pos:R:3:mulliken_charge:R:1
C -2.1892 2.2169 0.0322 -0.65
C -2.5851 0.8513 -0.1574 0.21
C -1.3765 0.1477 -0.0679 0.45
C 0.1816 -1.4742 0.2082 -0.19
C 1.0063 0.7560 0.2679 0.01
C -4.0886 -1.0185 -0.2163 0.14
C 5.1003 0.3605 -0.1920 -0.85
C -4.0280 0.4602 -0.1880 -0.65
N -0.8694 2.3401 0.2554 -1.41
N -1.0572 -1.1543 0.0285 -0.46
N 1.2423 -0.5465 0.2342 0.08
N -0.3415 1.0753 0.1903 0.94
N 3.5823 0.2541 -0.2920 -0.25
O -5.0234 -1.7152 0.0404 -0.48
P 2.9141 -1.0212 0.2393 0.05
H -2.6279 3.1799 0.1030 0.48
H 0.3023 -2.4560 0.3372 0.54
H -3.0692 -1.4970 -0.7192 0.23
H 5.2993 0.0778 0.8481 0.38
H 5.5021 -0.1016 -1.0400 0.29
H 5.1851 1.4867 -0.3380 0.25
H -4.4122 0.8957 -1.0763 0.37
H -4.5461 0.8822 0.5672 0.40
H 2.8007 -2.4131 -0.4857 0.05
H 3.0979 -1.5866 1.4209 0.09
```

***

ORCA calculation (the ωB97M-V functional and the def2-TZVPD basis) on C8H10NNiO2Se2Te2 as an isolated structure.

As for the spin multiplicity: 3. The value obtained for the molar mass is 624.0 g/mol. The value obtained for the total energy is -7363.4512 a.u. The value obtained for the maximum force is 0.0541 hartree/bohr. The calculation puts the energy above the lowest of the compared OMol25 structures with the same formula, charge and spin at 0.7284 eV. As for the LUMO energy (alpha / beta): 2.62 / 2.60 eV. As for the total charge: -1. As for the HOMO energy (alpha / beta): -3.5 / -3.4 eV. Its expectation value of S² is 2.02. The gap between HOMO and LUMO (alpha / beta) is 6.08 / 5.96 eV.

Geometry as XYZ:
```
26
Properties=species:S:1:pos:R:3:lowdin_spin:R:1
Ni 0.2837 -1.7043 1.0009 1.52
Se 0.9748 -0.6893 3.1917 0.11
Te -1.0582 -2.1026 3.1067 0.04
Te -0.6112 -4.0895 1.2784 0.04
Se -0.9667 -2.9534 -0.8872 0.14
C -2.3817 3.6873 -1.2568 0.00
C -1.8046 2.4375 -0.6741 0.00
C -0.4449 2.2928 -0.4565 0.00
C 0.0419 1.1046 0.0583 0.00
N -0.7422 0.0730 0.3519 0.04
C -2.0516 0.2037 0.1511 0.00
C -2.6186 1.3600 -0.3434 0.00
H -1.6025 4.4191 -1.4597 0.00
H -3.1103 4.1134 -0.5684 0.00
H -2.8952 3.4482 -2.1871 0.00
H 0.2330 3.0981 -0.6961 0.00
H 1.0997 0.9546 0.2280 0.00
H -2.6723 -0.6559 0.3752 0.00
H -3.6857 1.4207 -0.4878 0.00
C 4.0341 -2.4622 -0.3739 0.00
C 2.6602 -2.2065 0.2260 0.00
O 2.2596 -2.9275 1.1648 0.04
O 1.9616 -1.2623 -0.2309 0.05
H 4.2523 -3.5246 -0.3221 0.00
H 4.7752 -1.9246 0.2134 0.00
H 4.0685 -2.1111 -1.4034 0.00
```

***

ORCA calculation (the ωB97M-V functional and the def2-TZVPD basis) on an isolated ion of composition C8H10NO and charge +1.

The value obtained for the molar mass is 136.2 g/mol. The value obtained for the total energy is -440.4680 a.u. The value obtained for the maximum force is 0.0986 hartree/bohr. The calculation puts the energy above the lowest of the compared OMol25 structures with the same formula, charge and spin at 3.3599 eV. As for the LUMO energy: -4.71 eV. As for the total charge: +1. As for the HOMO energy: -13.5 eV. The gap between HOMO and LUMO is 8.79 eV. As for the structure (SMILES): C/C=[N+](\O)c1ccccc1.

Geometry as XYZ:
```
20
Properties=species:S:1:pos:R:3:mulliken_charge:R:1
C -2.5295 -0.0352 1.9459 -0.59
C -2.5454 0.6771 0.7173 -0.38
C -1.3180 -0.6745 2.2567 -0.18
C -1.5472 0.5266 -0.1649 -0.22
C -0.1835 -0.7549 1.4130 -0.49
C -0.3892 -0.2133 0.1656 0.29
C 1.7847 0.4233 -0.7768 0.16
C 3.0703 0.5508 -1.6969 -1.16
N 0.6182 -0.2187 -0.9296 0.28
O 0.2411 -0.7681 -2.0775 -0.33
H -3.4373 -0.1816 2.5252 0.40
H -3.4892 1.2277 0.2884 0.26
H -1.3219 -1.2159 3.2088 0.34
H -1.5306 0.9536 -1.1612 0.43
H 0.5865 -1.3932 1.9999 0.28
H 0.0597 -1.6718 -1.8661 0.38
H 1.7978 0.9574 0.0773 0.46
H 3.3092 1.6038 -1.8111 0.34
H 3.9053 -0.0028 -1.4171 0.37
H 2.9192 0.2097 -2.6971 0.34
```

***

Repeat the fifth record exactly.
ORCA calculation (the ωB97M-V functional and the def2-TZVPD basis) on one molecule with the formula C8H10N4S2.

The value obtained for the molar mass is 226.3 g/mol. The value obtained for the total energy is -1326.2191 a.u. The value obtained for the maximum force is 0.0189 hartree/bohr. The calculation puts the energy above the lowest of the compared OMol25 structures with the same formula, charge and spin at 0.9716 eV. As for the LUMO energy: 0.35 eV. As for the HOMO energy: -8.1 eV. The gap between HOMO and LUMO is 8.42 eV. As for the structure (SMILES): CS/C(N)=C(C#N)/C(C#N)=C(\N)SC.

Geometry as XYZ:
```
24
Properties=species:S:1:pos:R:3:mulliken_charge:R:1
C 3.5748 1.0323 -0.6409 -0.85
H 2.7918 1.1744 -1.3783 0.30
H 4.5471 1.0125 -1.1240 0.36
H 3.5449 1.8132 0.1120 0.30
S 3.3800 -0.6053 0.1230 -0.10
C 1.6241 -0.8659 0.1926 0.60
C 0.7359 0.1016 0.5677 -0.04
C 1.1744 1.3345 1.0548 0.04
N 1.4758 2.3646 1.4762 -0.62
C -0.7358 -0.1014 0.5678 -0.05
C -1.6242 0.8660 0.1928 0.60
N -1.2822 2.1214 -0.2016 -0.41
H -2.0463 2.7647 -0.3329 0.23
H -0.4247 2.5224 0.1515 0.20
S -3.3801 0.6050 0.1229 -0.10
C -3.5748 -1.0325 -0.6410 -0.85
H -3.5443 -1.8135 0.1119 0.30
H -2.7919 -1.1743 -1.3787 0.30
H -4.5472 -1.0131 -1.1238 0.36
C -1.1742 -1.3343 1.0551 0.04
N -1.4754 -2.3644 1.4765 -0.62
N 1.2820 -2.1213 -0.2018 -0.41
H 2.0460 -2.7647 -0.3330 0.23
H 0.4244 -2.5221 0.1513 0.20
```